[1]
The following is a quantum chemistry calculation of a cluster of 7 separate species, C51H85BrClF18NO15S in total, from the Open Molecules 2025 dataset.

XYZ file:
```
173
Properties=species:S:1:pos:R:3:lowdin_charge:R:1
C -3.427 3.189 5.406 -0.112
C -2.220 2.794 4.451 -0.254
C -1.140 1.879 5.172 -0.193
C -0.398 0.929 4.128 -0.176
C -0.618 -0.609 4.426 -0.192
C -1.415 -1.385 3.315 -0.214
C -0.563 -1.794 2.060 -0.191
C -0.380 -0.657 0.993 -0.196
C -1.730 0.088 0.659 -0.174
C -1.965 0.383 -0.868 -0.135
C -1.538 1.823 -1.334 -0.394
C 0.017 1.911 -0.994 -0.164
O 0.488 3.126 -1.569 -0.074
C 1.835 3.385 -1.246 -0.526
C 2.311 4.559 -2.186 -0.390
S 1.485 6.187 -1.957 0.854
C 0.227 6.120 -0.622 -0.556
C -0.278 7.614 -0.366 -0.162
C 2.810 2.149 -1.598 -0.135
C 3.115 1.202 -0.388 -0.639
C 3.175 -0.284 -0.973 -0.168
Br 4.946 1.501 0.367 0.702
O 1.939 3.656 0.150 -0.137
C 3.088 4.431 0.497 -0.269
C 3.324 4.198 2.053 -0.068
N -1.596 2.070 -2.785 0.027
C -2.713 1.454 -3.487 -0.238
O -3.983 2.038 -3.153 -0.158
C -5.027 1.068 -3.273 -0.253
C -6.343 1.784 -2.743 -0.065
C -2.392 2.951 -0.617 -0.483
Cl -1.524 3.702 0.837 0.693
C -3.794 2.513 -0.071 -0.269
C -4.753 3.774 -0.088 -0.103
H -4.404 2.788 5.031 0.067
H -3.541 4.305 5.453 0.066
H -3.200 2.824 6.435 0.061
H -2.603 2.311 3.520 0.072
H -1.733 3.750 4.121 0.093
H -1.586 1.318 6.025 0.078
H -0.403 2.596 5.628 0.110
H -0.810 1.184 3.125 0.068
H 0.701 1.123 4.222 0.107
H -1.246 -0.665 5.359 0.094
H 0.324 -1.161 4.682 0.108
H -2.342 -0.807 3.088 0.102
H -1.762 -2.346 3.790 0.109
H 0.400 -2.219 2.439 0.112
H -1.121 -2.631 1.550 0.101
H 0.303 0.112 1.460 0.094
H 0.179 -1.010 0.082 0.106
H -2.566 -0.577 1.005 0.112
H -1.785 1.005 1.296 0.067
H -1.307 -0.338 -1.433 0.117
H -3.005 0.101 -1.150 0.083
H 0.449 0.993 -1.497 0.125
H 0.224 1.788 0.093 0.098
H 3.415 4.720 -2.172 0.081
H 2.073 4.220 -3.233 0.082
H -0.655 5.571 -1.019 0.038
H 0.588 5.747 0.359 0.057
H 0.626 8.262 -0.267 0.062
H -0.815 7.577 0.618 0.074
H -0.977 7.942 -1.168 0.069
H 2.274 1.603 -2.422 0.118
H 3.732 2.563 -2.082 0.116
H 2.331 1.173 0.396 0.083
H 4.173 -0.483 -1.445 0.063
H 3.023 -1.053 -0.182 0.073
H 2.408 -0.409 -1.782 0.068
H 4.007 4.179 -0.085 0.091
H 2.927 5.533 0.381 0.102
H 3.261 5.165 2.605 0.071
H 2.476 3.564 2.430 0.081
H 4.254 3.630 2.269 0.031
H -0.758 1.745 -3.268 0.122
H -2.742 0.329 -3.464 0.117
H -2.571 1.707 -4.581 0.134
H -5.168 0.830 -4.359 0.125
H -4.837 0.166 -2.642 0.103
H -6.187 2.893 -2.794 0.073
H -7.250 1.476 -3.305 0.073
H -6.454 1.550 -1.650 0.071
H -2.490 3.788 -1.353 0.116
H -3.732 2.170 0.991 0.092
H -4.300 1.713 -0.654 0.085
H -4.213 4.657 0.329 0.066
H -5.106 3.942 -1.133 0.059
H -5.645 3.514 0.537 0.079
C 3.833 -1.240 8.479 -0.063
C 2.903 -1.852 9.507 -0.196
O 1.731 -1.040 9.696 0.032
C 0.794 -1.147 8.753 -0.389
O 0.863 -1.858 7.795 0.167
C -0.403 -0.266 9.097 -0.542
F -0.037 0.970 9.455 0.167
F -1.109 -0.768 10.120 0.168
F -1.246 -0.137 8.072 0.157
H 4.085 -0.216 8.757 0.072
H 4.750 -1.822 8.398 0.084
H 3.363 -1.197 7.496 0.076
H 3.405 -1.897 10.473 0.115
H 2.620 -2.872 9.240 0.127
C 9.042 -0.194 11.587 -0.060
C 8.100 -0.804 12.606 -0.198
O 6.924 0.004 12.774 0.035
C 6.000 -0.111 11.819 -0.384
O 6.086 -0.828 10.866 0.164
C 4.794 0.767 12.141 -0.543
F 5.154 2.005 12.496 0.171
F 4.079 0.262 13.155 0.171
F 3.967 0.886 11.103 0.169
H 9.287 0.833 11.862 0.085
H 9.963 -0.774 11.521 0.084
H 8.585 -0.159 10.597 0.076
H 8.588 -0.843 13.580 0.126
H 7.824 -1.827 12.341 0.127
C -4.221 -6.311 0.366 -0.058
C -4.095 -4.829 0.658 -0.196
O -3.449 -4.140 -0.427 0.026
C -4.212 -3.887 -1.492 -0.391
O -5.364 -4.182 -1.597 0.180
C -3.412 -3.121 -2.540 -0.526
F -2.211 -3.669 -2.768 0.163
F -3.190 -1.853 -2.162 0.140
F -4.033 -3.065 -3.720 0.167
H -3.243 -6.738 0.135 0.086
H -4.644 -6.836 1.223 0.085
H -4.861 -6.491 -0.498 0.077
H -3.466 -4.679 1.536 0.123
H -5.065 -4.375 0.873 0.129
C -0.269 4.164 -5.395 -0.055
C -0.807 4.467 -6.778 -0.193
O 0.141 5.222 -7.551 0.034
C 1.150 4.522 -8.072 -0.393
O 1.304 3.344 -7.945 0.169
C 2.055 5.433 -8.896 -0.547
F 2.366 6.559 -8.243 0.166
F 1.468 5.798 -10.044 0.167
F 3.206 4.842 -9.219 0.170
H 0.028 5.085 -4.890 0.080
H -1.022 3.655 -4.791 0.061
H 0.618 3.529 -5.446 0.075
H -1.701 5.086 -6.697 0.128
H -1.092 3.556 -7.311 0.126
C -0.637 -3.596 -5.820 -0.054
C -1.928 -3.824 -6.581 -0.191
O -1.904 -3.155 -7.854 0.039
C -1.205 -3.761 -8.814 -0.382
O -0.620 -4.795 -8.685 0.159
C -1.296 -2.969 -10.116 -0.546
F -1.071 -1.664 -9.927 0.169
F -2.510 -3.080 -10.670 0.169
F -0.414 -3.388 -11.022 0.173
H -0.439 -2.527 -5.717 0.087
H -0.693 -4.044 -4.828 0.070
H 0.215 -4.028 -6.346 0.077
H -2.762 -3.398 -6.025 0.113
H -2.137 -4.887 -6.715 0.129
C -0.331 -8.636 -9.194 -0.056
C 0.570 -7.891 -8.230 -0.198
O 0.876 -8.699 -7.079 0.029
C 1.806 -9.640 -7.259 -0.394
O 2.386 -9.841 -8.283 0.174
C 2.057 -10.390 -5.954 -0.546
F 0.916 -10.764 -5.360 0.163
F 2.724 -9.632 -5.073 0.165
F 2.777 -11.496 -6.139 0.171
H -1.233 -8.980 -8.683 0.084
H -0.617 -7.991 -10.026 0.083
H 0.164 -9.520 -9.597 0.076
H 0.057 -7.006 -7.859 0.101
H 1.489 -7.554 -8.714 0.131
```

## Properties
E_tot: -228782.730 eV
molar mass: 1441.62 g/mol
net charge: 0
orbital gap: 8.349 eV
energy above the lowest of the compared OMol25 structures with the same formula, charge and spin: 282.65 kJ/mol

---

[2]
The following is a quantum chemistry calculation of the ion C5H8F2IN2O with charge +1, from the Open Molecules 2025 dataset.

XYZ file:
```
19
Properties=species:S:1:pos:R:3:lowdin_charge:R:1
C 1.374 -1.353 -0.143 -0.443
C 1.186 0.112 -0.155 -0.141
C -0.576 1.688 -0.485 -0.077
C -2.288 0.285 0.947 -0.418
C -1.993 1.552 0.067 -0.542
N 0.376 -2.144 -0.018 -0.064
N 2.634 -1.824 0.051 0.154
O -0.058 0.359 -0.767 -0.280
F -2.318 2.670 0.765 0.102
F -2.908 1.426 -1.007 0.029
I -1.971 -1.446 0.143 1.639
H 0.973 0.509 0.828 0.139
H 2.013 0.590 -0.832 0.188
H -0.477 2.346 -1.391 0.169
H 0.083 2.206 0.248 0.147
H -2.874 0.341 1.846 0.048
H 0.631 -3.050 0.170 0.041
H 3.462 -1.319 -0.185 0.102
H 2.730 -2.950 -0.082 0.206
```

## Properties
E_tot: -23867.234 eV
molar mass: 277.03 g/mol
net charge: +1
orbital gap (spin up / spin down): 7.607 / 7.699 eV
energy above the lowest of the compared OMol25 structures with the same formula, charge and spin: 303.04 kJ/mol

---

[3]
The following is a quantum chemistry calculation of an isolated molecule of C5H10O, from the Open Molecules 2025 dataset.

XYZ file:
```
16
Properties=species:S:1:pos:R:3:lowdin_charge:R:1
O 0.744 0.100 2.335 -0.142
C -0.612 -0.009 2.091 -0.218
C -1.050 -0.291 0.349 -0.070
C 0.149 -0.012 -0.489 -0.337
C 0.390 0.840 -1.697 -0.118
C 0.748 -0.633 -1.713 -0.120
H 1.259 0.205 1.381 0.108
H -1.168 0.913 2.332 0.094
H -1.071 -0.903 2.539 0.093
H -1.878 0.415 0.233 0.092
H -1.385 -1.336 0.312 0.094
H 1.117 0.171 0.226 0.127
H -0.425 1.182 -2.334 0.102
H 1.203 1.552 -1.592 0.096
H 0.182 -1.301 -2.358 0.101
H 1.799 -0.892 -1.616 0.097
```

## Properties
E_tot: -7391.614 eV
molar mass: 86.13 g/mol
net charge: 0
orbital gap: 10.993 eV
energy above the lowest of the compared OMol25 structures with the same formula, charge and spin: 304.01 kJ/mol